Record 1
The following is a DFT calculation (ωB97M-V/def2-TZVPD) of a single C4H6N2O molecule.

XYZ file:
```
13
C4H6N2O | the OMol25 dataset | ωB97M-V/def2-TZVPD
C 1.181 -0.101 -1.845
O 1.070 0.601 -0.618
C 0.103 0.155 0.206
C -0.754 -0.913 0.222
N -1.596 -0.814 1.314
C -1.243 0.273 1.938
N -0.207 0.910 1.307
H 1.668 -1.073 -1.701
H 1.794 0.521 -2.500
H 0.195 -0.253 -2.301
H -0.814 -1.749 -0.460
H -1.698 0.671 2.836
H 0.294 1.727 1.617
```

Computed properties:
Multiplicity: 1
SMILES string: COc1cnc[nH]1
Energy above the lowest of the compared OMol25 structures with the same formula, charge and spin in kcal/mol: 26.6
M in u: 98.1

These are the Löwdin partial charges, in e, on atoms 1 to 2: C -0.0746; O -0.0643

Record 2
The following is a DFT calculation (ωB97M-V/def2-TZVPD) of a molecular structure, C33H52CrN7O4P2 in a non-equilibrium geometry.

XYZ file:
```
99
C33H52CrN7O4P2 | the OMol25 dataset | ωB97M-V/def2-TZVPD
Cr 1.460 0.836 -0.010
C -0.774 2.579 2.949
P 0.428 2.512 1.565
C 1.861 3.382 2.315
C -0.249 3.893 0.538
C 0.438 3.982 -0.824
P 0.349 2.336 -1.644
C -1.482 2.277 -1.915
C 0.913 2.721 -3.341
H -1.023 3.622 3.148
H -0.341 2.141 3.847
H -1.684 2.035 2.695
H 1.554 4.363 2.677
H 2.642 3.498 1.559
H 2.266 2.808 3.147
H -0.142 4.822 1.100
H -1.320 3.715 0.407
H 1.489 4.254 -0.724
H -0.051 4.725 -1.456
H -1.891 3.288 -1.909
H -1.970 1.682 -1.140
H -1.706 1.827 -2.880
H 0.191 3.376 -3.827
H 1.012 1.799 -3.917
H 1.883 3.212 -3.299
N 4.889 0.192 2.442
C 4.176 0.327 1.309
N 2.880 0.327 1.517
C 2.733 0.172 2.902
C 1.594 0.081 3.701
C 1.768 -0.071 5.062
C 3.046 -0.130 5.640
C 4.183 -0.050 4.863
C 3.996 0.090 3.492
H 5.893 0.157 2.499
H 4.650 0.416 0.348
H 0.611 0.123 3.257
H 0.900 -0.148 5.704
H 3.140 -0.238 6.713
H 5.174 -0.094 5.298
O 3.437 -1.839 -1.310
C 3.595 -0.734 -1.785
C 4.585 -0.375 -2.886
C 4.639 1.153 -2.846
C 3.578 1.515 -1.825
O 3.325 2.652 -1.427
N 2.948 0.407 -1.347
H 4.199 -0.760 -3.831
H 5.541 -0.859 -2.702
H 4.409 1.632 -3.797
H 5.604 1.541 -2.519
C 1.784 -2.856 2.060
N 0.386 -2.738 2.443
C -0.079 -3.701 3.434
C -1.559 -3.969 3.261
C -2.290 -2.644 3.303
N -1.708 -1.715 2.344
C -2.602 -0.711 1.795
C -0.396 -1.740 1.956
O 0.041 -0.874 1.182
H 1.948 -3.788 1.514
H 2.414 -2.861 2.953
H 2.069 -2.025 1.427
H 0.124 -3.326 4.444
H 0.496 -4.618 3.302
H -1.916 -4.623 4.056
H -1.737 -4.461 2.303
H -2.243 -2.223 4.313
H -3.342 -2.777 3.051
H -3.365 -1.182 1.169
H -2.025 -0.019 1.190
H -3.104 -0.168 2.599
C -4.912 0.601 -1.963
C -4.364 -0.803 -2.197
N -3.931 -1.026 -3.571
C -4.906 -0.825 -4.648
C -4.597 0.401 -5.499
C -2.732 -1.562 -3.920
O -2.439 -1.828 -5.074
C -1.719 -1.828 -2.836
C -1.648 -3.057 -2.197
C -0.559 -3.317 -1.385
C 0.392 -2.326 -1.199
N 0.304 -1.112 -1.751
C -0.713 -0.908 -2.587
H -5.119 0.739 -0.900
H -5.841 0.770 -2.508
H -4.190 1.357 -2.278
H -5.128 -1.541 -1.931
H -3.512 -0.969 -1.542
H -5.891 -0.739 -4.191
H -4.895 -1.713 -5.280
H -4.590 1.310 -4.894
H -5.350 0.513 -6.281
H -3.624 0.280 -5.973
H -2.414 -3.806 -2.365
H -0.432 -4.284 -0.914
H 1.286 -2.517 -0.626
H -0.717 0.036 -3.119
```

Computed properties:
Multiplicity: 5
⟨S²⟩: 6.02
Total charge: +1
Energy above the lowest of the compared OMol25 structures with the same formula, charge and spin in kcal/mol: 0.0
M in u: 724.8

These are the Löwdin partial charges, in e, on atoms 1 to 2: Cr 0.4615; C -0.2312

Record 3
The following is a DFT calculation (ωB97M-V/def2-TZVPD) of 2 unconnected molecules or ions with the total composition C11H16OSi in a non-equilibrium geometry.

XYZ file:
```
29
C11H16OSi | the OMol25 dataset | ωB97M-V/def2-TZVPD
C -2.415 1.999 -2.158
Si -1.447 0.543 -1.934
C -2.402 -0.963 -1.349
C 0.468 0.508 -1.799
C 1.134 1.733 -1.473
C 2.430 1.665 -0.899
C 3.065 0.427 -0.893
C 2.402 -0.716 -1.203
C 1.129 -0.722 -1.697
H -2.056 2.980 -2.698
H -3.521 1.809 -2.034
H -3.305 -1.167 -1.937
H -1.923 -1.922 -1.155
H -2.715 -0.595 -0.439
H 0.606 2.660 -1.617
H 3.049 2.479 -0.626
H 4.095 0.472 -0.603
H 2.889 -1.740 -1.286
H 0.557 -1.657 -1.861
C -0.058 -1.994 3.241
C -0.047 -0.745 2.265
C -0.486 0.627 2.640
O -1.281 -0.299 1.857
H -1.049 -2.360 3.391
H 0.380 -1.632 4.261
H 0.585 -2.630 2.788
H 0.675 -0.848 1.465
H -0.642 0.634 3.697
H -0.115 1.453 2.056
```

Computed properties:
Multiplicity: 1
SMILES string: C=[Si](C)c1ccccc1.C[C@@H]1CO1
Energy above the lowest of the compared OMol25 structures with the same formula, charge and spin in kcal/mol: 80.0
M in u: 192.3

These are the Löwdin partial charges, in e, on atoms 1 to 2: C -0.2510; Si 0.7223

Record 4
The following is a DFT calculation (ωB97M-V/def2-TZVPD) of a single C21H23NO4 molecule in a non-equilibrium geometry.

XYZ file:
```
49
C21H23NO4 | the OMol25 dataset | ωB97M-V/def2-TZVPD
C -0.753 -0.825 3.256
C -1.600 -1.434 2.159
N -0.834 -2.049 1.040
C -1.102 -3.362 0.670
O -2.113 -3.916 1.081
C -0.201 -4.168 -0.317
C 1.176 -3.533 -0.483
C 2.091 -3.863 0.676
C 1.745 -4.158 -1.763
C 1.017 -2.007 -0.574
C 1.840 -1.281 -1.456
C 1.760 0.102 -1.607
C 2.749 0.758 -2.514
C 0.741 0.787 -0.891
C 0.362 2.212 -1.067
C 0.488 3.008 -2.176
C -0.217 4.233 -1.856
C -0.778 4.084 -0.626
C -1.735 4.986 0.109
C -2.427 4.592 1.214
C -3.304 5.513 1.962
O -3.717 5.084 3.009
O -3.579 6.770 1.536
O -0.433 2.866 -0.145
C -0.040 0.070 0.048
C 0.049 -1.330 0.184
H -1.332 -0.206 3.925
H -0.289 -1.661 3.824
H 0.112 -0.281 2.827
H -2.279 -0.698 1.749
H -2.214 -2.198 2.695
H -0.715 -4.170 -1.274
H -0.092 -5.182 0.059
H 2.331 -4.911 0.706
H 2.985 -3.249 0.627
H 1.621 -3.653 1.615
H 1.795 -5.253 -1.684
H 2.780 -3.823 -1.972
H 1.150 -3.925 -2.648
H 2.556 -1.745 -2.126
H 2.248 0.828 -3.490
H 3.000 1.741 -2.177
H 3.674 0.154 -2.619
H 0.955 2.771 -3.126
H -0.314 5.067 -2.562
H -1.926 5.969 -0.283
H -2.361 3.540 1.565
H -4.069 7.169 2.283
H -0.801 0.575 0.617
```

Computed properties:
Multiplicity: 1
SMILES string: CCN1C(=O)CC(C)(C)c2cc(C)c(-c3ccc(/C=C/C(=O)O)o3)cc21
Energy above the lowest of the compared OMol25 structures with the same formula, charge and spin in kcal/mol: 53.5
M in u: 353.4

These are the Löwdin partial charges, in e, on atoms 1 to 2: C -0.0835; C -0.1909

Taking the records one at a time from the top gives total energy values of -9272.3469; -100685.2124; -21587.6189; -31830.3982 eV.